Record 1
Molecular formula: CH7N5O
Method: DFT, ωB97M-V/def2-TZVPD

Positions of all 14 atoms, in Å:
H (2.982, 0.944, -0.054)
N (2.307, 0.232, -0.287)
C (1.190, 0.491, -0.875)
O (0.551, 1.255, -1.531)
N (0.499, -1.062, -0.447)
N (-0.810, -0.971, 0.158)
N (-0.858, 0.189, 0.993)
N (-1.805, 1.143, 0.566)
H (0.407, -1.609, -1.301)
H (1.589, -1.053, 0.087)
H (-0.936, -1.808, 0.725)
H (-1.067, -0.070, 1.950)
H (-2.657, 0.687, 0.240)
H (-1.392, 1.631, -0.222)

## Properties
2S+1	1
E_HOMO	-0.33738	Eh
ΔE to the lowest compared entry with this formula, charge and spin	44.5	kcal/mol
LUMO	0.0322	Ha
SMILES	[H]/N=C(\[O-])[NH2+]NNN
HOMO-LUMO gap	10.06	eV

---

Record 2
Molecular formula: C12H32AlN4O5
Method: DFT, ωB97M-V/def2-TZVPD

Positions of all 54 atoms, in Å:
N (2.287, -3.555, 2.364)
C (1.911, -2.243, 2.959)
C (1.260, -1.301, 1.939)
Al (-0.401, -2.041, 0.950)
C (-2.026, -1.654, 2.174)
O (-2.733, -2.761, 2.752)
O (-3.025, -3.679, 1.681)
H (3.217, -3.777, 2.704)
H (2.380, -3.438, 1.361)
H (1.213, -2.459, 3.775)
H (2.836, -1.798, 3.364)
H (0.941, -0.403, 2.486)
H (2.043, -1.015, 1.224)
H (-0.155, -3.602, 0.633)
H (-0.660, -1.222, -0.392)
H (-1.651, -1.100, 3.045)
H (-2.742, -0.974, 1.684)
H (-2.915, -4.526, 2.128)
C (0.606, 1.708, -3.766)
C (-0.173, 0.833, -2.802)
O (0.220, -0.250, -2.427)
N (-1.367, 1.310, -2.346)
C (-2.024, 2.564, -2.664)
H (1.524, 1.190, -4.029)
H (0.030, 1.890, -4.675)
H (0.860, 2.664, -3.305)
H (-1.817, 0.675, -1.701)
H (-2.169, 3.145, -1.751)
H (-3.001, 2.360, -3.102)
H (-1.447, 3.155, -3.365)
C (-4.872, 3.146, -5.433)
C (-4.609, 4.370, -4.586)
O (-3.491, 4.657, -4.199)
N (-5.678, 5.149, -4.262)
C (-7.068, 4.962, -4.626)
H (-3.929, 2.634, -5.601)
H (-5.554, 2.464, -4.925)
H (-5.296, 3.428, -6.398)
H (-5.435, 5.946, -3.695)
H (-7.425, 5.825, -5.192)
H (-7.680, 4.863, -3.728)
H (-7.192, 4.072, -5.232)
C (7.226, -2.378, 3.570)
C (5.939, -3.125, 3.835)
O (5.377, -3.773, 2.972)
N (5.411, -3.045, 5.087)
C (5.923, -2.325, 6.233)
H (7.508, -2.539, 2.535)
H (7.091, -1.308, 3.734)
H (8.026, -2.745, 4.215)
H (4.549, -3.558, 5.191)
H (6.113, -3.018, 7.056)
H (5.192, -1.587, 6.567)
H (6.848, -1.813, 5.988)

## Properties
2S+1	1
E_HOMO	-0.14202	Eh
LUMO	0.0747	Ha
HOMO-LUMO gap	5.90	eV
net charge	-1

---

Record 3
Molecular formula: ClH18O9
Method: DFT, ωB97M-V/def2-TZVPD

Positions of all 28 atoms, in Å:
Cl (0.358, -0.228, 0.181)
O (1.319, -2.496, 2.298)
H (1.036, -1.991, 1.491)
H (0.571, -2.391, 2.875)
O (0.955, 2.659, -1.158)
H (0.155, 3.078, -0.896)
H (0.831, 1.758, -0.884)
O (3.358, 0.647, -0.519)
H (2.462, 0.314, -0.482)
H (3.596, 0.602, 0.429)
O (-2.081, 1.300, -1.386)
H (-1.249, 0.849, -1.142)
H (-1.980, 1.584, -2.294)
O (-0.423, -2.606, -2.018)
H (-0.197, -1.943, -1.372)
H (-1.210, -3.029, -1.628)
O (-2.008, 0.940, 1.944)
H (-1.725, 1.536, 2.614)
H (-1.190, 0.655, 1.559)
O (0.087, 0.566, -3.001)
H (0.543, -0.037, -2.380)
H (-0.510, -0.043, -3.491)
O (-2.382, -1.684, 0.346)
H (-2.287, -2.587, 0.612)
H (-1.503, -1.376, 0.466)
O (1.349, 1.120, 2.891)
H (1.027, 2.010, 2.893)
H (1.093, 0.795, 2.039)

## Properties
2S+1	1
E_HOMO	-0.27562	Eh
ΔE to the lowest compared entry with this formula, charge and spin	18.3	kcal/mol
LUMO	0.1132	Ha
HOMO-LUMO gap	10.58	eV
net charge	-1

---

Record 4
Molecular formula: C3H8N4
Method: DFT, ωB97M-V/def2-TZVPD

Positions of all 15 atoms, in Å:
H (0.388, 2.541, 0.622)
N (1.131, 2.017, 0.322)
C (0.534, 0.900, 0.107)
N (1.094, -0.145, -0.602)
C (0.349, -1.407, -0.872)
C (-0.594, -1.495, 0.345)
N (-1.479, -0.375, 0.290)
N (-0.866, 0.795, 0.474)
H (2.090, -0.214, -0.707)
H (1.219, -2.146, -0.882)
H (-0.131, -1.232, -1.878)
H (-0.068, -1.644, 1.232)
H (-1.200, -2.408, 0.236)
H (-1.891, -0.327, -0.622)
H (-1.308, 1.406, 1.138)

## Properties
2S+1	1
E_HOMO	-0.30153	Eh
ΔE to the lowest compared entry with this formula, charge and spin	57.2	kcal/mol
LUMO	0.0318	Ha
SMILES	[H]/N=C1/NCCNN1
HOMO-LUMO gap	9.07	eV

---

Record 5
Molecular formula: C94H214N10O18
Method: DFT, ωB97M-V/def2-TZVPD

Positions of all 336 atoms, in Å:
C (6.064, -2.865, -0.765)
C (5.949, -1.395, -0.792)
O (7.105, -0.771, -0.281)
H (5.077, -3.112, -1.157)
H (6.307, -3.128, 0.265)
H (6.775, -3.283, -1.478)
H (5.059, -0.972, -0.326)
H (5.688, -1.169, -1.826)
H (6.905, 0.139, -0.047)
C (-6.119, 2.287, -1.271)
C (-7.531, 2.382, -0.976)
O (-7.751, 1.576, 0.139)
H (-5.822, 2.405, -2.314)
H (-5.758, 1.290, -1.017)
H (-5.490, 3.003, -0.742)
H (-8.013, 1.810, -1.769)
H (-7.996, 3.365, -1.054)
H (-7.227, 1.965, 0.842)
O (4.677, 1.038, 1.385)
H (5.389, 1.574, 1.036)
H (5.117, 0.288, 1.786)
O (-7.190, -1.487, 1.075)
H (-7.221, -0.642, 0.626)
H (-7.535, -2.111, 0.436)
O (2.029, 0.779, 1.963)
H (2.966, 0.975, 1.970)
H (1.724, 1.090, 1.111)
O (-7.050, -2.325, 3.626)
H (-6.984, -2.459, 2.681)
H (-7.716, -1.644, 3.726)
O (-0.366, -7.908, 3.820)
H (0.229, -7.180, 3.643)
H (-1.224, -7.591, 3.537)
O (-0.600, 1.162, 4.341)
H (-0.867, 0.355, 3.901)
H (-0.179, 1.680, 3.655)
C (6.228, 2.307, 5.009)
C (5.658, 2.580, 6.423)
C (5.626, 4.121, 6.773)
C (4.856, 4.366, 8.045)
C (3.402, 3.976, 7.854)
C (3.267, 2.446, 7.598)
N (4.239, 2.111, 6.555)
O (3.996, 0.882, 5.928)
C (3.428, 1.610, 8.885)
C (1.838, 2.077, 7.053)
C (6.559, 1.832, 7.462)
H (6.487, 1.259, 4.857)
H (7.137, 2.844, 4.737)
H (5.352, 2.391, 4.366)
H (6.582, 4.644, 6.806)
H (5.073, 4.390, 5.873)
H (4.751, 5.426, 8.275)
H (5.158, 3.843, 8.953)
H (2.839, 4.726, 7.298)
H (2.956, 4.178, 8.828)
H (3.094, 2.088, 9.806)
H (2.845, 0.689, 8.904)
H (4.482, 1.334, 8.908)
H (1.021, 2.507, 7.632)
H (1.727, 2.329, 5.998)
H (1.637, 1.013, 7.182)
H (6.491, 2.311, 8.438)
H (7.646, 1.845, 7.388)
H (6.478, 0.752, 7.590)
H (3.285, 1.068, 5.310)
C (3.216, 0.015, -4.778)
C (3.204, 1.469, -4.260)
C (4.436, 1.284, -3.251)
C (5.107, 2.597, -2.774)
C (5.474, 3.477, -3.972)
C (4.291, 3.785, -4.969)
N (3.610, 2.512, -5.273)
O (2.740, 2.553, -6.339)
C (3.410, 4.788, -4.169)
C (4.925, 4.350, -6.229)
C (1.949, 1.750, -3.411)
H (4.189, -0.262, -5.184)
H (2.533, 0.016, -5.627)
H (3.000, -0.804, -4.092)
H (4.022, 0.811, -2.361)
H (5.261, 0.625, -3.518)
H (5.970, 2.383, -2.143)
H (4.359, 3.040, -2.116)
H (6.266, 3.029, -4.572)
H (5.896, 4.386, -3.545)
H (3.869, 5.552, -3.543)
H (2.757, 5.211, -4.933)
H (2.801, 4.207, -3.476)
H (4.172, 4.554, -6.990)
H (5.406, 5.284, -5.937)
H (5.770, 3.757, -6.580)
H (2.094, 2.253, -2.454)
H (1.471, 0.823, -3.097)
H (1.251, 2.309, -4.034)
H (3.302, 2.232, -7.049)
C (-3.816, 2.427, 3.849)
C (-4.380, 3.504, 4.904)
C (-3.169, 4.182, 5.691)
C (-2.556, 5.406, 4.907)
C (-3.696, 6.341, 4.548)
C (-4.668, 5.629, 3.540)
N (-5.328, 4.396, 4.228)
O (-6.346, 3.855, 3.524)
C (-5.727, 6.718, 3.308)
C (-4.020, 5.282, 2.142)
C (-5.194, 2.750, 5.949)
H (-4.495, 2.101, 3.061)
H (-3.464, 1.572, 4.427)
H (-2.970, 2.767, 3.252)
H (-3.511, 4.576, 6.648)
H (-2.334, 3.531, 5.951)
H (-2.029, 5.057, 4.019)
H (-1.885, 5.908, 5.604)
H (-3.298, 7.337, 4.352)
H (-4.345, 6.464, 5.415)
H (-6.285, 6.930, 4.220)
H (-5.371, 7.650, 2.868)
H (-6.440, 6.315, 2.588)
H (-3.100, 4.702, 2.065)
H (-4.749, 4.854, 1.454)
H (-3.665, 6.186, 1.647)
H (-5.883, 3.218, 6.652)
H (-4.661, 2.131, 6.671)
H (-5.811, 2.006, 5.445)
H (-7.131, 3.929, 4.071)
C (6.320, -3.741, 4.517)
C (4.861, -3.290, 4.307)
C (4.171, -4.480, 3.515)
C (2.660, -4.499, 3.629)
C (2.113, -4.421, 5.074)
C (2.712, -3.144, 5.753)
N (4.156, -3.040, 5.589)
O (4.849, -2.067, 6.422)
C (1.928, -1.888, 5.257)
C (2.383, -3.255, 7.279)
C (4.788, -2.093, 3.366)
H (6.876, -2.872, 4.867)
H (6.715, -4.104, 3.568)
H (6.351, -4.534, 5.264)
H (4.298, -4.236, 2.460)
H (4.689, -5.439, 3.536)
H (2.305, -5.380, 3.095)
H (2.384, -3.723, 2.915)
H (2.320, -5.309, 5.671)
H (1.030, -4.377, 4.966)
H (0.973, -2.080, 4.767)
H (1.666, -1.191, 6.053)
H (2.542, -1.302, 4.573)
H (1.313, -3.101, 7.423)
H (2.698, -4.250, 7.591)
H (2.956, -2.549, 7.881)
H (4.739, -1.185, 3.966)
H (3.906, -2.046, 2.727)
H (5.603, -1.869, 2.678)
H (4.588, -1.280, 5.939)
C (1.989, -6.028, -6.939)
C (1.723, -5.740, -5.410)
C (0.221, -5.330, -5.321)
C (-0.232, -5.252, -3.800)
C (-0.086, -6.635, -3.136)
C (1.417, -7.091, -3.161)
N (1.988, -6.949, -4.550)
O (3.284, -7.347, -4.663)
C (2.249, -6.315, -2.029)
C (1.353, -8.581, -2.731)
C (2.669, -4.553, -4.939)
H (2.028, -5.149, -7.582)
H (1.262, -6.716, -7.369)
H (3.006, -6.415, -7.005)
H (0.135, -4.389, -5.866)
H (-0.537, -5.940, -5.813)
H (-1.310, -5.091, -3.810)
H (0.281, -4.460, -3.255)
H (-0.822, -7.227, -3.679)
H (-0.638, -6.515, -2.204)
H (1.940, -5.274, -1.943)
H (2.159, -6.735, -1.027)
H (3.331, -6.384, -2.147)
H (1.106, -8.828, -1.699)
H (0.887, -9.272, -3.433)
H (2.379, -8.947, -2.777)
H (3.694, -4.775, -5.236)
H (2.815, -4.411, -3.868)
H (2.351, -3.609, -5.383)
H (3.005, -8.156, -5.099)
C (-3.832, -3.177, -4.093)
C (-3.764, -2.457, -5.554)
C (-2.227, -2.176, -5.669)
C (-1.752, -2.020, -7.160)
C (-2.174, -3.212, -7.942)
C (-3.742, -3.411, -7.999)
N (-4.227, -3.425, -6.624)
O (-5.495, -3.983, -6.480)
C (-4.506, -2.348, -8.812)
C (-3.839, -4.832, -8.618)
C (-4.572, -1.158, -5.589)
H (-4.861, -3.248, -3.740)
H (-3.325, -2.634, -3.296)
H (-3.278, -4.115, -4.054)
H (-1.976, -1.293, -5.080)
H (-1.613, -3.015, -5.340)
H (-0.664, -2.028, -7.104)
H (-2.147, -1.148, -7.680)
H (-1.760, -4.096, -7.457)
H (-1.714, -3.054, -8.917)
H (-4.292, -2.280, -9.879)
H (-5.514, -2.727, -8.979)
H (-4.629, -1.350, -8.392)
H (-3.240, -5.645, -8.208)
H (-4.835, -5.275, -8.619)
H (-3.522, -4.769, -9.659)
H (-4.306, -0.549, -6.453)
H (-4.380, -0.607, -4.668)
H (-5.649, -1.322, -5.554)
H (-6.131, -3.375, -6.864)
C (-2.490, -4.422, 3.847)
C (-3.632, -4.973, 2.918)
C (-3.897, -3.751, 1.936)
C (-4.448, -4.116, 0.539)
C (-3.678, -5.282, -0.013)
C (-3.569, -6.550, 0.928)
N (-3.138, -6.187, 2.277)
O (-2.845, -7.307, 3.125)
C (-4.926, -7.336, 0.822)
C (-2.424, -7.347, 0.370)
C (-4.940, -5.234, 3.754)
H (-2.101, -5.220, 4.480)
H (-2.666, -3.520, 4.433)
H (-1.654, -4.153, 3.203)
H (-4.659, -3.058, 2.293)
H (-2.998, -3.148, 1.812)
H (-4.428, -3.280, -0.160)
H (-5.480, -4.467, 0.523)
H (-2.681, -4.851, -0.114)
H (-4.236, -5.462, -0.931)
H (-5.497, -7.266, -0.104)
H (-4.724, -8.406, 0.885)
H (-5.742, -7.213, 1.534)
H (-2.519, -7.415, -0.714)
H (-1.508, -6.824, 0.643)
H (-2.376, -8.348, 0.799)
H (-5.700, -4.485, 3.534)
H (-4.759, -5.343, 4.824)
H (-5.376, -6.223, 3.613)
H (-3.714, -7.566, 3.442)
C (0.177, 5.888, 0.253)
C (1.636, 6.180, 0.535)
C (1.684, 7.473, 1.360)
C (1.227, 7.289, 2.861)
C (2.216, 6.281, 3.519)
C (2.272, 4.960, 2.715)
N (2.246, 5.107, 1.288)
O (2.288, 3.878, 0.555)
C (3.574, 4.200, 3.122)
C (1.099, 4.088, 3.239)
C (2.327, 6.488, -0.758)
H (-0.380, 5.972, 1.185)
H (0.057, 4.907, -0.207)
H (-0.353, 6.591, -0.389)
H (2.732, 7.770, 1.412)
H (1.072, 8.272, 0.942)
H (0.242, 6.824, 2.842)
H (1.189, 8.291, 3.290)
H (1.739, 6.147, 4.489)
H (3.156, 6.740, 3.827)
H (4.492, 4.461, 2.594)
H (3.837, 4.321, 4.172)
H (3.327, 3.139, 3.175)
H (0.139, 4.459, 3.597)
H (0.751, 3.426, 2.446)
H (1.415, 3.464, 4.075)
H (2.686, 5.601, -1.281)
H (3.296, 6.949, -0.569)
H (1.667, 7.145, -1.324)
H (3.173, 3.983, 0.198)
C (-2.731, 2.939, -7.286)
C (-1.827, 3.110, -6.084)
C (-0.934, 4.251, -6.650)
C (-0.310, 5.234, -5.647)
C (-1.337, 5.678, -4.621)
C (-2.061, 4.536, -3.947)
N (-2.666, 3.581, -4.930)
O (-3.520, 2.651, -4.466)
C (-1.190, 3.830, -2.881)
C (-3.166, 5.254, -3.158)
C (-1.077, 1.818, -5.894)
H (-3.462, 2.152, -7.096)
H (-2.192, 2.667, -8.194)
H (-3.413, 3.775, -7.441)
H (-0.026, 3.785, -7.033)
H (-1.417, 4.796, -7.461)
H (0.232, 6.045, -6.135)
H (0.477, 4.633, -5.191)
H (-2.018, 6.317, -5.183)
H (-0.930, 6.250, -3.786)
H (-0.951, 4.518, -2.070)
H (-1.769, 3.022, -2.436)
H (-0.265, 3.480, -3.341)
H (-3.860, 5.835, -3.765)
H (-3.860, 4.619, -2.607)
H (-2.797, 5.878, -2.344)
H (-0.863, 1.660, -4.837)
H (-0.143, 1.714, -6.447)
H (-1.788, 1.047, -6.188)
H (-4.392, 3.051, -4.507)
C (-0.734, -3.054, -0.137)
C (0.155, -1.796, -0.314)
C (0.194, -1.515, -1.819)
C (-0.987, -0.682, -2.330)
C (-1.274, 0.637, -1.496)
C (-1.414, 0.278, -0.004)
N (-0.317, -0.661, 0.417)
O (-0.304, -0.934, 1.769)
C (-1.425, 1.693, 0.638)
C (-2.841, -0.319, 0.133)
C (1.716, -1.952, 0.138)
H (-1.779, -2.864, -0.384)
H (-0.687, -3.459, 0.874)
H (-0.266, -3.918, -0.609)
H (1.119, -1.021, -2.120)
H (0.083, -2.413, -2.427)
H (-1.954, -1.176, -2.418)
H (-0.825, -0.337, -3.352)
H (-2.267, 0.967, -1.800)
H (-0.488, 1.389, -1.572)
H (-0.747, 2.402, 0.163)
H (-2.434, 2.102, 0.666)
H (-1.130, 1.681, 1.687)
H (-3.623, 0.378, -0.169)
H (-3.035, -1.087, -0.616)
H (-3.002, -0.706, 1.139)
H (2.069, -0.927, 0.028)
H (2.232, -2.657, -0.514)
H (1.967, -2.292, 1.143)
H (0.517, -0.612, 2.148)

## Properties
2S+1	1
E_HOMO	-0.29182	Eh
LUMO	-0.0042	Ha
HOMO-LUMO gap	7.83	eV